147
Properties=species:S:1:pos:R:3:forces:R:3 method="wB97M-V/def2-TZVPD" e_above_lowest_ev=9.7450
H 8.327 -3.818 3.607 -0.03 0.15 -0.19
N 4.180 6.108 -1.475 -2.46 -2.34 2.25
Cl 5.023 -2.221 -7.007 0.41 -0.30 -0.01
C 0.447 9.979 3.580 -0.08 0.09 0.22
S -0.627 0.086 -4.092 -0.89 -0.18 -0.05
H -3.297 -6.291 -0.855 -0.04 0.20 -0.01
H 3.581 3.456 0.853 -0.47 1.51 -1.17
Cl -6.277 -8.213 -1.041 -0.05 0.03 0.01
Cl 5.831 0.674 0.988 0.04 0.01 -0.08
H 0.968 -2.485 -0.137 -0.58 -0.91 1.81
C 3.296 4.320 0.148 -1.48 0.03 -1.40
N -2.732 2.061 -4.097 -0.09 1.77 0.34
H 6.266 -1.379 5.953 0.15 0.11 -0.03
Cl 3.414 2.774 5.235 -0.09 0.32 0.35
H 4.520 -3.852 -8.636 -0.06 0.21 0.07
C -3.790 -5.425 -1.293 -0.06 -0.21 -0.08
C -3.388 2.675 -2.972 -0.45 4.47 -1.12
O 2.572 -2.636 1.952 -4.21 -1.86 0.02
Cl 5.106 -0.201 -2.789 0.04 -0.08 0.12
H -6.286 -9.483 -3.028 0.09 0.21 0.09
H -13.257 -3.089 -4.413 -0.22 -0.17 -0.17
Cl 4.124 0.449 6.855 -0.86 0.14 0.59
Cl -13.691 -5.358 -4.885 0.04 0.00 0.11
Cl -2.594 -4.457 -2.165 -0.01 -0.08 -0.15
O -0.192 -0.624 1.148 -1.56 0.95 -0.70
H -1.997 2.915 -6.117 -0.81 0.19 1.74
Cl 3.846 6.605 1.320 0.06 1.85 2.07
H -4.557 -5.752 -1.992 0.12 0.19 0.14
C -1.441 -1.331 0.993 -0.41 -1.51 1.10
C 4.454 5.063 -0.560 -3.94 -0.63 -1.28
Cl 2.568 -0.218 -4.935 0.14 -0.08 -0.02
H -0.569 1.103 2.304 0.22 -0.38 -1.54
C -0.363 0.809 1.212 1.09 0.80 0.92
C -1.050 -2.912 0.943 0.14 -0.13 -0.33
C 2.807 6.438 -1.637 -1.55 -0.91 0.58
C 3.725 2.173 6.867 -0.11 0.33 0.19
C 4.606 -0.271 1.845 -0.22 -0.33 -0.18
Cl 7.312 -0.569 3.999 -0.15 0.02 0.16
H 2.044 -1.839 -6.567 -0.04 0.21 0.06
H -4.606 0.995 4.737 0.16 -0.09 -0.14
Cl -1.217 6.027 0.919 1.41 -0.80 0.47
Cl 1.824 10.967 3.080 -0.02 0.04 0.07
Cl 9.483 -3.120 1.673 0.03 -0.08 0.03
H 0.657 5.297 2.434 -1.25 -0.46 -1.15
C -2.492 3.092 -5.111 -2.12 2.14 3.79
C -3.899 0.176 4.610 -0.21 0.01 0.21
H 5.081 -1.137 2.301 -0.04 0.26 0.00
H 0.589 -4.236 0.223 -0.09 1.55 0.85
H 5.674 -2.635 -9.237 -0.16 0.10 0.13
O 1.064 -3.799 3.215 -0.05 1.65 -1.96
H 5.524 4.706 -0.366 -1.78 0.82 -0.42
Cl -2.272 0.843 4.434 0.01 -0.02 0.20
C -3.569 4.178 -3.288 2.28 -5.60 -2.27
H 1.602 -3.299 3.884 -0.34 -0.77 -0.92
Cl -5.223 -11.145 0.533 -0.06 -0.20 0.15
Cl 12.080 2.099 4.015 0.00 0.09 0.06
Cl -3.122 -9.516 1.734 -0.04 0.05 0.06
H -10.907 -2.832 -4.862 0.04 -0.07 0.18
C 0.512 -3.170 0.672 -0.30 -1.36 0.17
Cl -8.374 -1.641 0.625 -0.05 -0.06 0.05
Cl 4.636 7.130 4.082 -0.01 -0.03 0.19
Cl -11.673 -2.102 -2.753 0.09 0.13 0.06
H 10.798 0.878 5.574 0.07 -0.01 -0.21
H 2.834 2.324 7.475 0.10 -0.12 -0.16
H 9.782 1.688 4.355 0.15 -0.11 -0.08
C -0.073 -0.153 -2.298 -0.63 1.60 0.33
H -5.453 -9.356 2.052 0.14 -0.09 -0.17
H -1.223 1.227 0.589 1.08 -0.84 0.52
H -2.134 -1.197 1.913 1.28 0.07 -1.47
H 4.561 2.726 7.294 -0.05 -0.16 -0.15
H -0.618 3.044 3.228 -0.68 1.55 -0.51
S -3.710 -0.439 -4.277 2.38 1.48 0.26
H -2.055 -0.998 0.088 1.05 -0.37 0.92
H 6.701 -1.932 -2.631 -0.03 0.21 -0.09
C 1.538 5.823 -1.023 3.46 -1.94 1.33
C 1.775 4.625 -0.019 3.44 2.32 -2.97
C 10.696 1.119 4.517 -0.17 0.01 0.16
C -14.096 -3.637 -4.839 -0.01 0.12 0.15
H 2.557 7.554 3.051 0.31 -0.15 0.01
H -1.617 -3.444 0.089 0.80 1.00 1.52
H -2.922 2.542 2.242 0.84 1.29 -0.30
H -3.756 2.258 -1.983 0.86 -0.22 -1.86
Cl -1.724 5.162 4.029 0.67 -1.20 -0.48
Cl 3.832 0.691 3.111 0.19 -0.30 -0.16
C -5.518 -9.155 -2.330 -0.08 -0.28 -0.10
Cl 8.012 -0.023 6.779 0.00 0.00 0.17
C 1.473 1.351 -0.705 -0.36 -0.74 -0.32
H 2.841 5.812 3.300 0.20 0.03 -0.04
H 0.889 -0.782 -2.384 -1.63 0.94 0.07
H -8.372 -2.908 -1.365 0.15 0.20 0.16
C 1.085 1.439 0.850 0.26 -1.46 0.01
Cl -4.364 -0.769 3.189 -0.21 0.03 0.11
C 0.615 3.801 0.701 0.56 1.76 0.45
H -2.229 3.422 0.768 -0.13 0.09 1.70
Cl -14.426 -3.015 -6.460 -0.01 0.10 0.02
H 5.952 0.356 5.692 0.71 -0.29 -0.29
H -0.469 10.549 3.434 0.17 -0.11 -0.11
H -0.209 3.468 -0.013 1.35 0.21 0.72
H -7.123 -3.454 -0.217 0.01 0.22 -0.02
Cl 7.988 -0.045 -3.218 0.05 -0.06 0.04
C -2.453 3.522 1.892 -0.42 0.02 -0.01
H 2.011 0.334 -0.840 -0.80 1.62 0.25
H 8.197 -5.000 2.280 -0.04 0.21 -0.08
C 6.707 -0.428 5.655 0.02 0.07 -0.38
C -0.127 4.781 1.777 -0.20 -1.26 0.87
H -1.304 -3.447 1.934 0.24 0.99 -1.58
Cl -6.398 -1.629 -1.522 0.02 -0.05 -0.10
H 2.219 2.140 -1.060 -1.02 -0.95 0.98
C -10.431 -2.598 -3.910 0.07 0.15 -0.23
C -4.749 -10.178 1.935 -0.11 0.13 0.22
Cl 3.437 -1.921 -9.445 0.03 -0.10 -0.19
C 0.245 1.349 -1.742 1.08 -0.41 -0.99
H 6.837 -0.766 -1.290 -0.05 0.11 -0.18
Cl 6.601 -3.274 2.096 -0.11 -0.30 -0.09
H 1.834 0.750 1.398 -1.28 1.33 -0.68
Cl -4.320 -8.192 -3.203 0.05 -0.15 -0.14
H -0.909 -0.671 -1.722 1.34 0.47 -0.75
C 2.289 -0.778 -6.589 -0.17 0.01 -0.07
N -3.001 4.341 -4.632 0.42 -3.50 0.95
H -4.767 -10.810 2.822 0.09 0.01 -0.22
H -14.981 -3.498 -4.219 0.09 -0.09 -0.17
C -2.401 0.603 -4.145 -1.82 -0.22 0.53
H -5.024 -10.021 -1.892 -0.01 0.26 0.02
H -3.922 -0.470 5.486 0.10 0.04 -0.20
Cl -9.559 -4.025 -3.338 -0.02 -0.07 -0.18
H 3.193 -0.622 -7.170 -0.32 0.23 0.21
H -0.697 1.887 -1.396 1.17 -0.87 -0.36
C 3.294 6.755 2.992 -0.11 0.23 -0.08
H 2.604 7.290 -2.388 0.54 -1.50 1.36
H 3.847 -0.597 1.134 0.11 0.11 0.11
H 0.558 9.724 4.633 0.08 -0.01 -0.20
Cl 0.351 8.488 2.636 -0.36 0.13 -0.01
C 6.683 -0.876 -2.362 0.07 -0.20 0.25
Cl 0.958 0.104 -7.350 -0.02 -0.03 -0.14
C 1.425 -3.189 1.983 3.86 2.04 0.13
C -1.136 3.940 2.748 -0.72 0.59 -1.75
C 4.762 -2.791 -8.662 0.19 -0.22 -0.12
Cl 10.607 -0.384 3.593 0.15 0.01 0.04
H 0.477 6.189 -1.265 2.05 -0.52 0.28
H -9.724 -1.781 -4.043 -0.10 -0.14 0.14
H -3.269 4.335 1.972 1.51 -1.28 -0.04
C -7.608 -2.586 -0.659 -0.10 -0.23 -0.03
O 1.247 2.746 1.455 -1.22 -0.13 -1.19
C 8.177 -3.942 2.535 0.11 -0.13 0.17
H -4.040 4.973 -2.619 0.90 -1.26 -1.45
Cl -4.552 -4.484 -0.002 -0.02 -0.07 0.14
H 0.611 1.924 -2.678 -0.66 -0.84 1.56



117
Properties=species:S:1:pos:R:3:forces:R:3 method="wB97M-V/def2-TZVPD" total_energy_ev=-87428.25121
H 6.957 5.371 5.370 0.01 -0.01 0.00
H -4.703 -3.134 5.988 0.18 -0.06 0.06
C 0.962 -5.122 -1.151 -0.06 -0.27 0.38
H -4.258 -1.863 -2.678 0.14 -0.22 0.17
H 3.062 4.505 3.489 0.01 -0.04 0.03
H 7.596 5.386 2.440 0.04 -0.03 0.12
C 1.965 -1.063 2.608 -0.07 0.33 0.37
H -7.242 0.104 -2.889 -0.16 -0.35 -0.07
H -4.971 -1.814 3.555 -0.01 0.03 0.00
H 2.172 -3.635 2.575 -0.03 0.16 0.08
H 4.919 -0.264 5.384 0.06 0.12 0.11
H -4.071 -2.066 7.264 -0.12 -0.11 0.09
O -1.081 -5.480 1.000 0.15 0.11 0.01
H 0.448 3.416 -7.106 0.00 0.07 -0.02
H 0.840 -2.900 0.613 0.03 0.17 -0.16
S -3.101 2.463 0.834 0.07 0.04 0.21
C 2.676 -3.179 1.716 -0.03 -0.22 -0.03
C 0.721 1.358 -7.759 0.48 0.07 0.49
C -5.657 -0.616 -1.658 0.54 0.35 -0.90
H -5.877 1.959 -6.263 -0.09 -0.12 0.17
H 1.279 -5.382 1.001 -0.04 -0.05 -0.03
H -0.466 -0.228 -6.970 0.12 -0.07 0.39
C -5.447 0.823 -3.767 0.11 -0.13 -0.45
H 1.288 0.958 2.775 -0.30 -0.09 0.00
C 1.710 -4.848 0.157 0.28 0.35 -0.42
H -2.695 -1.403 5.515 0.04 0.36 0.01
C -4.863 0.389 -5.126 -0.72 0.16 0.12
H 0.764 0.799 -8.695 -0.20 0.11 -0.09
H 5.419 3.819 6.875 0.07 -0.19 -0.10
C -3.636 -1.186 0.630 -0.41 0.14 0.19
C -2.074 -3.414 0.373 0.20 -0.30 0.06
H 2.557 4.959 5.110 0.07 0.00 0.06
C -1.119 -4.155 -2.199 -0.19 0.29 0.14
H 1.684 3.207 -8.363 0.04 0.03 0.09
O 1.421 -1.492 3.594 0.00 -0.14 -0.18
C -1.801 1.450 -7.146 -0.10 -0.81 0.65
C -2.208 -2.860 1.627 -0.23 0.11 -0.19
H 7.734 3.788 5.598 -0.12 0.05 -0.01
C -4.228 -1.163 -1.850 -0.16 0.36 0.24
C -2.395 2.072 -5.880 0.15 0.52 -0.25
H 2.732 -5.207 0.013 -0.04 -0.19 0.10
H -3.850 3.159 -6.971 -0.03 0.12 0.06
O 5.413 2.207 2.615 -2.74 1.69 -0.68
H -5.592 0.345 -1.154 -0.27 -0.17 0.39
C 4.427 3.711 6.438 0.23 -0.25 0.31
H 5.937 5.798 2.932 0.11 0.06 0.01
H 2.377 -2.847 -0.334 -0.39 0.10 -0.23
H 3.605 -3.738 1.585 0.05 0.07 -0.09
H 8.426 4.925 4.485 -0.06 0.04 -0.11
H -3.592 -0.336 -2.185 -0.02 0.04 -0.02
C 1.825 -3.353 0.461 0.57 -0.39 0.53
C -2.999 -1.730 1.741 0.11 -0.17 0.41
F 0.552 -3.221 -3.581 0.16 -0.10 0.06
C -4.568 -2.096 6.297 -0.20 0.45 -0.19
C 5.088 0.414 4.544 -0.18 -0.08 -0.21
H -4.039 -0.241 5.261 0.17 0.06 0.19
C 7.475 4.543 4.864 -0.29 0.24 0.35
H 5.780 -0.070 3.845 -0.07 0.00 -0.07
C 1.573 0.257 1.994 0.70 -0.14 0.18
N -4.393 0.018 0.864 1.07 -0.07 -0.04
C 0.710 2.867 -8.012 -0.05 -0.33 -0.39
H -3.646 -2.919 3.919 0.18 0.03 -0.29
H 6.917 0.512 6.153 -0.09 -0.08 -0.14
C -4.897 1.482 -6.190 0.81 -0.04 -0.28
H 2.433 0.658 1.462 -0.16 0.04 -0.25
H 3.806 4.476 6.910 -0.01 0.09 -0.17
H -1.755 2.920 -5.612 -0.04 0.00 0.12
H -5.486 -0.429 -5.495 0.11 -0.09 -0.02
H 4.132 0.544 4.037 0.03 0.01 -0.02
H 3.813 -1.789 2.604 0.08 0.30 -0.06
N 6.720 3.997 3.756 0.34 -0.33 -0.28
C 3.057 4.181 4.533 0.11 0.12 -0.24
N 3.042 -1.768 1.940 -0.38 -0.36 0.18
C -3.754 -1.292 5.276 0.13 -0.53 -0.34
C -0.405 0.853 -6.841 -0.07 0.36 -0.95
H -2.458 0.628 -7.443 -0.02 0.07 -0.21
H 4.020 2.731 6.698 0.06 -0.01 -0.02
C -2.527 -3.645 -2.019 0.08 -0.02 0.09
H -6.299 -1.192 -3.660 -0.04 -0.01 -0.02
C 6.616 4.970 2.675 -0.31 -0.13 -0.31
H -6.296 -1.305 -1.108 0.04 0.00 0.10
H -1.705 -3.259 2.497 0.06 -0.07 -0.04
N 4.443 3.980 5.010 -2.07 0.17 -2.27
F -0.037 -5.290 -3.955 0.27 0.08 -0.02
O -3.124 -1.122 2.957 0.06 0.02 -0.09
H -3.851 -0.002 -5.013 -0.02 -0.12 -0.02
H -6.119 1.662 -3.961 -0.02 0.02 0.07
H 0.741 0.070 1.314 0.00 0.16 -0.08
H 7.721 1.445 4.876 0.03 -0.01 0.05
H 0.004 3.112 -8.806 -0.12 0.19 0.14
H 1.665 1.129 -7.254 0.00 -0.14 -0.05
H 2.462 3.261 4.596 -0.08 0.06 0.08
H -0.122 1.091 -5.815 -0.09 -0.13 0.08
N 5.602 1.692 5.033 0.37 0.10 0.06
C -3.826 2.576 -6.043 -0.17 0.09 -0.33
H -2.301 1.356 -5.061 -0.06 0.00 0.04
H -1.780 2.157 -7.974 -0.02 0.13 0.08
C 6.915 1.465 5.621 0.08 0.19 0.23
C -6.237 -0.293 -3.045 0.00 0.52 0.54
H -4.091 3.289 -5.258 0.04 -0.18 0.19
C -3.924 -1.861 3.880 -0.46 -0.06 0.42
H -4.726 0.998 -7.157 -0.07 0.01 -0.03
H 1.522 -4.646 -1.953 -0.15 0.00 -0.12
C -2.738 -2.895 -0.734 -0.04 0.03 -0.29
H -5.566 -1.670 6.406 -0.03 -0.05 0.08
H 0.961 -6.194 -1.365 -0.05 -0.02 0.05
C -0.483 -4.081 -3.568 -0.46 -0.27 -0.11
F -1.328 -3.664 -4.513 -0.03 0.08 0.02
C -0.461 -4.623 -1.136 0.44 0.10 -0.22
C -3.545 -1.756 -0.641 -0.21 -0.40 0.00
O -3.398 -3.870 -2.823 0.05 0.02 -0.02
P 5.349 2.994 3.883 4.38 -1.82 3.22
H 7.150 2.206 6.387 -0.01 0.02 -0.07
C -3.778 1.061 0.913 -0.67 0.19 -0.33
H 6.244 4.492 1.768 -0.02 -0.05 0.06
H -4.652 1.219 -3.131 -0.04 0.03 0.07
C -1.193 -4.602 0.178 -0.30 -0.03 -0.18



119
Properties=species:S:1:pos:R:3:forces:R:3 method="wB97M-V/def2-TZVPD" total_charge=-1 e_above_lowest_ev=0.0000
H -2.641 -3.216 -2.234 -0.03 0.00 0.00
H -0.274 -0.804 -2.897 -0.02 -0.01 -0.11
H 5.046 -0.403 2.676 0.00 0.00 0.00
C -5.428 -0.165 -2.528 0.02 0.00 0.00
H 4.317 -1.802 1.875 0.00 0.00 0.00
H -5.807 0.838 -2.734 0.00 0.01 0.00
S 1.289 -1.726 -1.012 0.06 -0.03 0.17
S -0.975 -3.329 -0.008 -0.11 0.09 -0.08
H 0.065 1.437 2.312 -0.04 0.09 -0.03
H 3.431 3.122 -0.477 0.00 0.00 0.00
H 4.339 -1.965 -0.650 0.00 0.00 0.00
N 1.024 -5.554 1.217 0.34 -0.15 0.01
C -4.089 -1.574 -0.446 0.00 -0.06 -0.08
C 6.126 0.784 0.452 0.00 0.00 0.00
H -0.113 4.645 -5.037 0.00 0.00 0.00
H -3.802 -0.359 -5.000 0.00 -0.01 0.00
C 5.044 -0.290 0.508 0.00 0.01 0.00
C 0.874 1.410 -5.107 -0.07 -0.01 -0.10
H 0.995 0.746 -2.072 0.13 0.08 0.13
H -1.197 2.042 1.493 0.00 -0.04 -0.05
H 6.109 -1.761 -0.667 0.00 0.00 0.00
H 2.316 4.140 -1.405 0.00 0.00 -0.01
H -5.964 -0.586 -1.681 0.01 0.00 0.01
H 0.197 -5.243 4.189 -0.07 0.02 -0.01
H -0.728 2.080 -0.856 0.02 0.02 0.02
C 0.869 2.771 -5.386 0.00 -0.04 -0.01
O -3.422 -1.210 4.098 0.04 -0.08 0.05
C -0.084 -0.623 -3.957 -0.10 0.07 -0.13
O 3.538 2.344 2.023 0.05 -0.05 0.05
H 2.714 1.047 -1.814 0.02 0.00 0.01
H 1.747 2.177 -2.798 0.02 -0.02 0.14
H -0.764 -6.512 0.693 0.01 0.06 0.00
H -5.475 -1.718 2.620 0.01 0.01 -0.01
H 5.067 2.238 4.180 0.00 -0.01 0.00
C -4.335 0.296 1.210 -0.02 0.02 0.00
H -3.931 -4.423 -2.332 0.02 -0.01 0.00
C 1.910 3.451 3.464 0.00 0.00 -0.01
C 3.382 3.148 3.190 -0.02 0.00 0.00
H 3.695 4.951 2.039 0.00 0.00 0.00
H -4.171 -2.817 -3.025 -0.02 0.00 -0.01
S 0.944 -4.527 -1.952 -0.01 0.01 -0.01
H -2.918 4.178 -4.156 -0.02 -0.02 0.01
H 5.989 1.497 1.267 0.00 0.00 0.00
N -3.358 -0.701 -1.294 -0.03 -0.09 0.08
H -2.806 1.074 -5.322 0.00 0.00 0.00
H 0.643 -7.588 0.815 -0.01 -0.01 0.01
C -1.087 3.052 -3.993 0.01 0.01 -0.05
H -5.025 0.970 0.691 0.01 0.00 -0.02
H -1.278 2.334 3.952 0.00 0.00 0.00
H -1.723 4.891 -3.078 0.00 0.01 -0.03
C -0.082 0.846 -4.275 -0.18 -0.05 -0.23
H -4.475 1.245 -4.750 -0.01 0.00 0.02
H -1.143 -7.143 2.961 0.01 -0.02 0.01
C -0.107 3.580 -4.830 0.02 0.03 0.04
H -2.707 1.642 3.192 0.00 0.00 0.00
H 2.202 4.074 0.364 0.00 0.00 0.00
H 0.552 -7.613 3.211 0.03 0.03 0.00
C -0.110 -6.869 2.755 -0.08 0.01 -0.04
H 4.102 5.111 3.760 0.00 0.00 0.00
H 1.430 3.843 2.564 0.00 0.01 0.00
C 2.406 3.488 -0.533 0.02 -0.02 0.00
C -5.362 -3.354 1.239 0.02 0.00 0.00
Si 2.739 1.020 1.443 -0.06 0.08 -0.12
Y -0.162 -1.034 1.201 0.49 -0.34 0.58
N 0.184 -5.525 3.226 0.11 0.03 -0.05
O 1.441 1.474 0.488 -0.04 0.05 0.03
H 0.873 -1.080 -4.205 -0.01 -0.01 0.01
S 1.571 -3.301 2.616 0.01 0.09 0.02
C -5.177 -2.040 1.632 0.00 -0.01 0.01
H -5.022 -4.810 -0.302 0.00 0.00 0.00
C -1.536 0.223 4.302 -0.02 0.03 -0.01
C -4.903 -3.775 -0.001 -0.01 0.00 0.00
C 4.136 4.441 2.898 0.00 0.00 -0.01
C 0.928 -4.832 2.330 -0.26 0.05 0.01
H -4.496 0.396 2.282 0.00 0.00 -0.01
H -5.640 -0.779 -3.407 0.01 0.00 -0.01
O 3.776 0.359 0.373 0.00 -0.01 0.00
C 4.011 2.428 4.379 0.00 0.01 0.01
C 1.740 1.525 -1.920 0.05 0.06 0.13
H 7.118 0.334 0.535 0.00 0.00 0.00
H 5.178 4.218 2.665 0.00 0.00 0.00
H -3.323 0.630 0.970 0.00 -0.01 0.00
C 1.416 2.337 -0.676 0.04 -0.02 0.00
C -3.078 0.624 -3.235 0.07 0.00 0.01
H -5.834 -4.058 1.912 -0.01 0.00 0.00
C -1.653 1.458 3.412 -0.03 0.02 -0.02
H 3.508 1.477 4.550 0.00 0.00 0.00
C 0.155 -6.717 1.248 -0.06 -0.04 -0.03
H 3.931 3.039 5.281 0.00 0.00 0.00
H 1.347 -5.157 0.339 -0.15 0.06 0.01
C -4.541 -1.132 0.793 -0.01 0.02 0.02
N -0.931 1.302 2.133 0.04 -0.11 -0.04
C -3.562 0.652 -4.664 0.03 -0.03 0.00
H -1.973 0.448 5.274 0.00 0.00 0.00
H 6.065 1.326 -0.494 0.00 0.01 0.00
C -2.152 3.944 -3.412 0.01 0.01 0.01
H 1.820 4.197 4.256 0.00 -0.01 0.01
H 6.082 -1.593 1.870 0.00 0.00 0.00
H -0.484 -0.038 4.431 0.00 -0.01 0.00
H -2.644 3.477 -2.560 0.02 0.00 0.01
C -2.310 -0.928 3.672 -0.07 0.08 -0.07
C -3.723 -3.362 -2.189 -0.01 0.01 -0.02
C 0.000 2.889 -0.755 0.01 0.04 0.05
S 1.900 -0.157 2.907 -0.03 0.02 -0.07
O -1.740 -1.476 2.648 0.04 0.00 0.00
H 1.389 2.546 3.778 0.00 0.00 0.00
C 5.124 -1.071 1.814 0.00 0.00 0.00
C -1.063 1.684 -3.726 -0.08 -0.04 -0.17
H 5.066 -0.677 -1.612 0.00 0.00 0.00
C -3.946 -0.116 -2.249 0.01 0.04 -0.02
H -0.865 -1.145 -4.520 -0.01 0.00 0.00
C 0.426 -3.228 -1.020 -0.07 0.04 -0.06
N -1.986 1.111 -2.824 -0.06 0.03 -0.01
H -0.224 3.487 0.133 0.01 0.00 0.02
H -0.099 3.532 -1.631 0.02 -0.01 0.04
H 1.630 3.198 -6.027 0.00 0.00 0.00
H 1.643 0.772 -5.525 0.00 0.00 0.01
C -4.258 -2.899 -0.863 -0.03 0.01 -0.02
C 5.150 -1.237 -0.679 0.01 0.00 0.00